1.
DFT (ωB97M-V/def2-TZVPD) results for the molecule C20H23N3O3.

Calculated values
Kohn-Sham gap = 9.537 eV
LUMO level = 0.452 eV
relative energy (zero: lowest compared OMol25 entry of this formula, charge and spin) = 66.4 kJ/mol
HOMO energy = -9.08 eV
SMILES = Cc1ccnc(C)c1C(=O)NC[C@@H]1Cc2ccccc2CN1C(=O)CO

Atoms and positions in Å:
C 1.176 -0.859 4.229
C 1.683 0.504 3.846
C 2.061 1.433 4.807
C 2.521 2.673 4.401
N 2.639 3.039 3.127
C 2.289 2.158 2.192
C 2.471 2.572 0.759
C 1.797 0.891 2.514
C 1.439 -0.063 1.411
O 2.270 -0.729 0.816
N 0.115 -0.130 1.120
C -0.374 -1.001 0.070
C -0.033 -0.474 -1.331
C -0.729 0.845 -1.649
C -2.215 0.652 -1.774
C -3.112 1.649 -1.398
C -4.478 1.456 -1.511
C -4.962 0.246 -1.993
C -4.075 -0.753 -2.357
C -2.700 -0.559 -2.256
C -1.783 -1.674 -2.688
N -0.381 -1.459 -2.343
C 0.498 -2.393 -2.824
O 0.129 -3.275 -3.573
C 1.966 -2.260 -2.403
O 2.693 -3.409 -2.752
H 1.560 -1.626 3.556
H 1.476 -1.110 5.245
H 0.086 -0.893 4.185
H 2.004 1.192 5.860
H 2.818 3.413 5.136
H 3.302 2.023 0.312
H 1.582 2.358 0.162
H 2.685 3.637 0.713
H -0.520 0.464 1.625
H 0.080 -1.986 0.190
H -1.454 -1.107 0.186
H 1.041 -0.308 -1.363
H -0.509 1.579 -0.871
H -0.316 1.239 -2.582
H -2.727 2.587 -1.015
H -5.164 2.240 -1.218
H -6.028 0.081 -2.080
H -4.451 -1.701 -2.726
H -2.130 -2.621 -2.260
H -1.844 -1.805 -3.770
H 2.380 -1.350 -2.852
H 2.038 -2.139 -1.320
H 3.185 -3.249 -3.560

=====

2.
DFT (ωB97M-V/def2-TZVPD) results for the ion C20H23N4O2S with charge +1 at a distorted geometry.

Calculated values
Kohn-Sham gap = 9.129 eV
LUMO level = -2.726 eV
HOMO energy = -11.85 eV
net charge = +1
SMILES = Cc1ccc(C)c(NC(=O)CSc2nnc([C@@H]([NH3+])Cc3ccccc3)o2)c1

Atoms and positions in Å:
C 1.519 -2.679 2.006
C 0.075 -2.550 1.645
C -0.922 -2.516 2.617
C -2.257 -2.429 2.264
C -2.656 -2.333 0.934
C -4.101 -2.234 0.565
C -1.651 -2.340 -0.033
N -1.961 -2.120 -1.412
C -2.383 -0.929 -1.836
O -2.645 -0.006 -1.057
C -2.434 -0.716 -3.331
S -0.768 -1.017 -4.081
C 0.179 -0.368 -2.785
N 1.262 -0.851 -2.253
N 1.469 -0.175 -1.114
C 0.523 0.695 -0.995
C 0.119 1.491 0.196
N -0.994 0.717 0.853
C 1.291 1.710 1.149
C 2.299 2.632 0.501
C 3.417 2.117 -0.140
C 4.321 2.969 -0.752
C 4.113 4.337 -0.730
C 2.999 4.855 -0.092
C 2.094 4.005 0.520
O -0.323 0.652 -2.051
C -0.311 -2.473 0.312
H 1.783 -3.733 2.085
H 1.727 -2.215 2.967
H 2.152 -2.236 1.241
H -0.649 -2.586 3.659
H -3.012 -2.443 3.035
H -4.334 -2.903 -0.261
H -4.351 -1.220 0.252
H -4.727 -2.495 1.412
H -1.679 -2.824 -2.083
H -2.755 0.303 -3.546
H -3.095 -1.426 -3.828
H -0.297 2.446 -0.141
H -1.435 1.275 1.589
H -0.622 -0.152 1.266
H -1.759 0.428 0.125
H 1.760 0.751 1.371
H 0.925 2.160 2.074
H 3.578 1.050 -0.162
H 5.190 2.561 -1.245
H 4.819 5.000 -1.205
H 2.835 5.921 -0.067
H 1.232 4.416 1.026
H 0.440 -2.519 -0.463

=====

Question: Which of these has the highest LUMO level?
Answer: C20H23N3O3